# 1
Computed, not measured: a 12-piece molecular cluster, C25H72B5F20N7O7 overall, with the ωB97M-V functional and the def2-TZVPD basis.

As for the charge: +2.

Each line ends with the Mulliken charge.
CARTESIAN COORDINATES (ANGSTROEM)
C: -2.374 5.439 1.244  -0.44
C: -2.559 6.938 1.620  0.35
O: -1.643 7.758 1.809  -0.46
N: -3.993 7.528 1.519  -0.17
H: -4.140 7.838 0.569  0.35
H: -4.615 6.745 1.660  0.40
C: -4.369 8.521 2.636  -0.82
H: -2.538 4.726 2.052  0.44
H: -1.350 5.233 0.935  -0.22
H: -2.989 5.263 0.361  0.44
H: -3.679 9.362 2.576  0.35
H: -4.151 8.055 3.597  0.35
H: -5.454 8.622 2.683  0.35
C: 3.628 -2.325 -1.913  -0.72
C: 2.281 -3.008 -1.609  0.36
O: 1.424 -2.715 -0.794  -0.44
N: 2.193 -4.290 -2.442  -0.10
H: 1.855 -3.984 -3.343  0.38
H: 3.094 -4.676 -2.687  0.46
C: 1.205 -5.302 -1.891  -0.95
H: 4.156 -2.548 -2.839  0.53
H: 4.444 -2.479 -1.207  0.39
H: 3.518 -1.244 -2.006  -0.08
H: 0.193 -4.964 -2.111  0.23
H: 1.309 -5.461 -0.817  0.36
H: 1.405 -6.274 -2.341  0.44
C: 3.844 -0.370 5.831  -1.07
C: 3.410 0.782 4.957  0.64
O: 3.799 1.055 3.810  -0.43
N: 2.504 1.740 5.734  -0.15
H: 1.986 1.252 6.450  0.43
H: 3.112 2.291 6.324  0.35
C: 1.698 2.671 4.724  -0.65
H: 4.841 -0.045 6.131  0.32
H: 3.870 -1.371 5.399  0.33
H: 3.218 -0.436 6.721  0.34
H: 1.331 2.066 3.896  0.13
H: 2.329 3.492 4.385  0.27
H: 0.831 3.054 5.263  0.43
C: -5.021 -6.593 3.536  -1.56
C: -4.391 -5.242 3.264  0.35
C: -3.356 -5.257 2.147  -0.68
O: -2.801 -3.960 2.108  -0.32
C: -1.926 -3.740 0.987  -0.72
N: -5.471 -4.166 3.007  -0.15
H: -5.615 -4.073 2.011  0.29
H: -6.298 -4.369 3.549  0.39
H: -5.114 -3.256 3.260  0.29
H: -5.688 -6.452 4.387  0.38
H: -4.452 -7.517 3.639  0.40
H: -5.684 -6.880 2.720  0.42
H: -3.890 -4.974 4.194  0.21
H: -3.797 -5.548 1.194  0.36
H: -2.725 -6.096 2.439  0.37
H: -1.103 -3.113 1.333  0.33
H: -2.382 -3.096 0.235  0.18
H: -1.399 -4.529 0.450  0.43
C: 2.017 1.422 -0.040  -0.80
C: 0.696 1.455 -0.919  0.64
C: -0.203 0.257 -0.758  0.40
O: -1.271 0.230 -1.719  -0.53
C: -2.379 -0.662 -1.548  -0.25
N: -0.012 2.770 -0.668  1.33
H: -0.597 2.869 -1.486  0.12
H: -0.676 2.737 0.093  -0.20
H: 0.567 3.582 -0.508  0.15
H: 2.684 0.608 -0.326  -0.06
H: 1.948 1.444 1.047  0.37
H: 2.592 2.310 -0.304  0.05
H: 0.977 1.572 -1.966  -0.21
H: -0.482 0.154 0.291  0.34
H: 0.352 -0.677 -0.847  -0.38
H: -2.135 -1.721 -1.630  -0.08
H: -3.131 -0.442 -2.306  0.22
H: -2.919 -0.427 -0.631  0.34
C: 7.273 3.267 -1.736  -1.37
C: 7.161 1.754 -2.047  -0.20
C: 6.051 1.074 -1.145  0.46
O: 6.666 0.901 0.151  -0.48
C: 5.830 0.462 1.217  -0.57
N: 6.709 1.619 -3.535  -0.08
H: 5.944 2.232 -3.778  0.21
H: 7.435 1.944 -4.157  0.45
H: 6.446 0.697 -3.851  0.32
H: 7.902 3.902 -2.359  0.42
H: 7.659 3.343 -0.720  0.36
H: 6.260 3.671 -1.733  0.37
H: 8.108 1.226 -1.932  0.37
H: 5.751 0.097 -1.523  0.06
H: 5.250 1.801 -1.016  -0.08
H: 5.203 1.269 1.595  0.32
H: 6.403 0.118 2.078  0.32
H: 5.192 -0.391 0.988  0.15
C: -2.968 -6.881 -4.558  -1.45
C: -3.241 -5.375 -4.345  0.37
C: -3.001 -4.881 -2.963  0.00
O: -3.302 -3.528 -2.793  -0.10
C: -4.582 -3.225 -2.316  -0.90
N: -2.496 -4.503 -5.416  -0.21
H: -2.603 -4.929 -6.325  0.41
H: -2.880 -3.579 -5.554  0.36
H: -1.519 -4.352 -5.208  0.26
H: -3.134 -7.271 -5.562  0.43
H: -3.616 -7.370 -3.831  0.37
H: -1.947 -7.134 -4.271  0.34
H: -4.279 -5.278 -4.664  0.22
H: -1.963 -4.961 -2.643  -0.42
H: -3.584 -5.410 -2.209  0.46
H: -5.468 -3.723 -2.708  0.46
H: -4.842 -2.180 -2.486  0.26
H: -4.566 -3.414 -1.243  0.24
B: 3.298 2.202 -3.597  0.19
F: 3.181 3.137 -2.635  -0.21
F: 4.347 2.738 -4.371  -0.47
F: 3.646 1.000 -3.019  -0.16
F: 2.198 2.195 -4.354  -0.30
B: -4.948 -0.257 1.778  0.23
F: -5.547 0.858 1.488  -0.32
F: -5.739 -1.073 2.565  -0.38
F: -4.675 -0.817 0.517  -0.28
F: -3.815 0.029 2.435  -0.32
B: -1.251 4.909 -2.874  0.25
F: -0.083 4.401 -3.317  -0.19
F: -0.946 5.529 -1.656  -0.31
F: -1.814 5.762 -3.800  -0.35
F: -2.111 3.837 -2.599  -0.43
B: -1.534 2.151 2.758  0.79
F: -2.669 2.566 3.358  -0.36
F: -1.083 0.929 3.215  -0.44
F: -1.851 2.098 1.457  -0.65
F: -0.602 3.105 2.991  -0.42
B: 2.845 5.255 1.040  0.14
F: 3.155 4.735 2.332  -0.37
F: 3.656 4.623 0.088  -0.29
F: 1.522 4.925 0.728  -0.31
F: 3.027 6.607 0.955  -0.33

=====

# 2
Computed, not measured: a 11-piece molecular cluster, C25H72N4O11 overall, with the ωB97M-V functional and the def2-TZVPD basis.

The energy relative to the best compared isomer or geometry (same formula, charge and spin) is 18.788 eV.

Each line ends with the Mulliken charge.
CARTESIAN COORDINATES (ANGSTROEM)
C: 13.818 11.262 23.309  -0.92
O: 13.559 9.966 22.950  -0.45
H: 14.499 11.354 24.105  0.19
H: 12.910 11.569 23.733  0.51
H: 14.193 12.009 22.592  0.41
H: 13.168 10.025 22.088  0.34
C: 15.765 8.232 24.595  1.21
O: 15.011 8.768 25.579  -0.16
H: 15.496 7.153 24.625  -0.43
H: 16.882 8.440 24.716  -0.68
H: 15.523 8.614 23.675  0.49
H: 14.264 9.147 25.162  -0.27
C: 15.816 5.196 26.735  0.18
O: 15.044 4.674 25.739  -0.86
N: 16.359 4.369 27.585  -0.54
N: 15.292 5.682 27.798  -0.19
H: 16.377 3.565 26.814  0.41
H: 17.397 4.632 27.422  0.46
H: 14.432 6.226 27.380  0.35
H: 15.975 6.505 27.853  0.43
C: 18.988 5.706 25.872  -0.03
O: 17.966 6.176 25.058  -0.03
N: 19.705 6.564 26.481  -0.05
N: 19.107 4.469 26.272  -0.45
H: 19.619 7.544 26.260  0.10
H: 20.778 6.467 26.484  0.34
H: 18.840 3.879 25.495  0.35
H: 19.829 4.163 26.914  0.16
C: 17.426 5.138 21.435  -1.38
C: 16.403 5.406 22.575  2.48
C: 14.983 5.458 22.082  -0.64
O: 16.442 4.616 23.526  -0.58
H: 18.332 4.874 21.842  0.49
H: 17.526 6.095 20.857  -0.13
H: 17.105 4.390 20.640  0.32
H: 16.620 6.359 23.071  -1.28
H: 15.068 6.140 21.196  -0.21
H: 14.235 5.864 22.730  -0.30
H: 14.568 4.523 21.785  0.52
H: 15.609 4.751 24.009  0.32
C: 15.668 8.750 20.802  -0.10
C: 15.994 8.594 19.291  0.14
C: 15.806 7.161 18.725  -1.09
O: 15.462 9.387 18.548  -0.48
H: 15.880 9.777 21.061  0.17
H: 16.244 8.073 21.347  -0.75
H: 14.703 8.547 21.079  0.84
H: 17.088 8.655 19.207  0.06
H: 15.770 7.065 17.619  0.38
H: 14.876 6.629 19.110  0.22
H: 16.673 6.584 19.045  0.27
H: 15.706 10.285 18.832  0.39
C: 12.373 6.478 25.069  -0.76
C: 11.964 6.526 26.579  1.05
C: 11.727 5.132 26.931  -1.87
O: 12.872 6.860 27.308  -0.62
H: 12.943 5.667 24.685  0.22
H: 12.885 7.460 24.875  -0.07
H: 11.521 6.576 24.393  0.51
H: 11.090 7.193 26.629  0.36
H: 11.059 4.789 26.187  0.46
H: 11.320 5.089 27.924  0.45
H: 12.620 4.571 26.932  0.30
H: 12.779 7.818 27.399  -0.39
C: 19.788 10.896 28.152  -1.64
C: 20.154 10.134 27.005  2.12
C: 21.482 9.500 27.198  -1.80
O: 19.276 9.283 26.622  -0.40
H: 20.268 11.814 28.192  0.42
H: 20.078 10.447 29.091  0.45
H: 18.654 10.981 28.074  0.23
H: 20.278 10.806 26.168  -0.32
H: 21.408 8.740 28.020  0.31
H: 22.272 10.243 27.613  0.43
H: 21.848 9.091 26.282  0.36
H: 19.502 9.171 25.731  -0.52
C: 16.987 11.351 25.838  -0.42
C: 17.725 12.098 24.713  1.07
C: 17.154 11.682 23.332  -1.19
O: 17.608 13.297 24.826  -0.52
H: 17.341 10.386 25.799  -0.21
H: 15.910 11.273 25.753  -0.12
H: 17.295 11.697 26.823  0.45
H: 18.805 11.919 24.845  -0.37
H: 17.901 11.931 22.479  0.37
H: 16.261 12.306 23.090  0.89
H: 16.908 10.643 23.227  -0.39
H: 17.800 13.576 23.921  0.47
C: 11.608 11.374 28.736  -1.59
C: 11.530 10.106 27.828  0.60
C: 12.743 10.140 26.982  -0.95
O: 11.658 9.005 28.392  -0.48
H: 10.991 11.275 29.612  0.43
H: 11.395 12.274 28.258  0.43
H: 12.599 11.567 29.158  0.38
H: 10.685 10.096 27.108  0.26
H: 13.566 10.082 27.707  0.37
H: 12.818 11.122 26.455  0.35
H: 12.742 9.356 26.245  -0.11
H: 10.866 8.955 29.001  0.40
C: 20.488 10.217 22.751  -2.12
C: 19.581 9.186 23.377  4.14
C: 18.977 8.365 22.313  -1.67
O: 20.116 8.424 24.215  -0.72
H: 21.295 9.662 22.317  0.49
H: 20.904 10.765 23.556  0.46
H: 19.965 10.776 21.983  0.31
H: 18.793 9.661 23.962  -2.11
H: 18.377 7.600 22.748  0.06
H: 19.752 7.767 21.645  0.24
H: 18.251 8.889 21.757  0.51
H: 20.136 7.612 23.745  0.45

=====

E_tot (eV)
-109594.7534 -55556.0831
Strongest force on any atom (Eh/bohr)
0.10749 0.36023
Gap between HOMO and LUMO (eV)
5.99 7.58